# 1
15
Properties=species:S:1:pos:R:3:forces:R:3 method="wB97M-V/def2-TZVPD" total_energy_ha=-341.88090 multiplicity=1 charge=0
O 2.907 -0.390 -0.118 -0.625 0.069 0.037
C 1.720 -0.162 -0.003 0.116 0.297 0.100
N 0.771 -1.239 0.020 -0.434 -0.018 -0.063
C -0.535 -1.220 0.291 0.898 -0.004 0.806
C -1.029 0.154 0.668 0.099 0.081 -0.278
C -0.275 1.305 0.006 -0.077 -0.065 -0.028
N 1.158 1.067 0.155 0.302 -0.150 -0.101
H 1.231 -2.132 -0.151 -0.170 0.232 -0.001
H -2.098 -1.546 -1.694 0.623 -0.838 1.625
H -1.774 -1.854 -0.972 -0.898 0.849 -2.066
H -0.917 0.215 1.763 0.000 -0.124 -0.171
H -2.101 0.225 0.455 0.170 -0.025 0.038
H -0.516 2.265 0.474 0.042 -0.179 -0.087
H -0.555 1.364 -1.056 0.067 0.018 0.164
H 1.807 1.832 0.026 -0.113 -0.144 0.024


# 2
15
Properties=species:S:1:pos:R:3:forces:R:3 method="wB97M-V/def2-TZVPD" smiles=N#C[C@@H](N)CCO total_energy_ha=-341.91609 multiplicity=1 charge=0
N -2.720 2.125 -0.551 0.713 -0.529 0.240
C -1.861 1.437 -0.199 -0.729 0.418 -0.175
C -0.784 0.558 0.266 -0.189 -0.077 0.152
N -1.294 -0.779 0.578 -0.322 -0.020 0.638
C 0.200 0.200 -0.871 -0.011 -0.024 0.099
C 1.608 -0.038 -0.341 -0.058 0.134 -0.216
O 1.506 -1.076 0.625 0.262 -0.203 0.321
H -0.310 1.049 1.129 -0.016 -0.032 -0.187
H -0.587 -1.280 1.101 -0.316 -0.122 0.116
H -2.235 -0.898 0.891 -0.276 0.302 0.581
H 0.235 0.919 -1.710 -0.234 -0.472 0.328
H -0.377 -0.770 -0.993 1.685 0.799 -1.716
H 2.043 0.860 0.134 -0.311 -0.091 -0.213
H 2.283 -0.325 -1.158 -0.167 -0.042 0.078
H 2.325 -1.123 1.128 -0.031 -0.040 -0.044


# 3
15
Properties=species:S:1:pos:R:3:forces:R:3 method="wB97M-V/def2-TZVPD" smiles="[H]/N=C(/C)C(=C)ON" total_energy_ha=-341.85236 multiplicity=1 charge=0
H 1.881 0.235 0.841 -0.504 -0.393 -1.598
N 1.771 0.048 -0.189 1.272 0.350 0.807
C 0.582 -0.088 -0.574 -0.534 -0.237 0.255
C 0.329 -0.311 -2.040 -0.048 -0.047 0.064
C -0.635 -0.049 0.320 0.364 0.993 -1.156
C -1.872 0.084 -0.178 0.416 -0.331 0.525
O -0.523 -0.018 1.671 1.759 0.126 1.967
N 0.861 0.299 2.304 -2.290 -0.408 -0.680
H -0.197 0.540 -2.468 -0.068 0.043 -0.099
H 1.289 -0.422 -2.536 -0.003 0.020 0.012
H -0.272 -1.204 -2.196 -0.076 -0.053 -0.096
H -2.711 0.141 0.493 -0.155 0.138 0.119
H -2.070 0.093 -1.231 0.096 -0.149 -0.195
H 0.630 1.138 2.834 -0.106 -0.222 0.038
H 0.936 -0.485 2.949 -0.123 0.169 0.037


# 4
15
Properties=species:S:1:pos:R:3:forces:R:3 method="wB97M-V/def2-TZVPD" total_energy_ha=-341.84452 multiplicity=1 charge=0
H 1.250 -1.537 1.883 -3.258 -3.013 -0.531
N 0.211 -1.913 1.406 2.164 0.338 2.244
C 0.189 -0.880 0.705 2.001 1.406 -0.436
N 1.408 -0.109 0.879 0.337 0.966 -1.669
O 1.571 0.787 -0.227 -0.438 0.369 -0.036
C 0.668 0.303 -1.236 0.218 -0.153 0.195
C -0.524 -0.320 -0.493 -0.138 0.015 0.375
C -1.552 0.723 -0.052 -0.006 -0.144 -0.023
H 1.615 0.420 1.724 -0.776 0.094 -0.118
H 0.396 1.159 -1.854 -0.017 -0.044 0.027
H 1.180 -0.445 -1.851 -0.037 0.010 0.038
H -0.991 -1.121 -1.064 0.013 0.025 -0.023
H -2.274 0.270 0.626 -0.081 0.030 -0.023
H -1.066 1.545 0.474 0.030 0.039 -0.042
H -2.082 1.118 -0.919 -0.011 0.063 0.022


# 5
15
Properties=species:S:1:pos:R:3:forces:R:3 method="wB97M-V/def2-TZVPD" smiles="C[C@@]1(C(N)=O)CN1" total_energy_ha=-341.95989 multiplicity=1 charge=0
C -0.094 -0.399 1.695 0.019 -0.059 0.034
C 0.070 -0.090 0.226 -0.130 0.094 0.206
C -1.153 0.537 -0.407 -0.114 0.066 0.045
N -1.077 0.711 -1.760 -0.108 -0.095 0.007
O -2.112 0.879 0.263 0.329 -0.010 -0.219
C 1.423 0.252 -0.286 0.161 0.258 0.000
N 0.792 -1.006 -0.666 0.025 -0.240 0.019
H 0.782 -0.934 2.076 -0.086 0.065 -0.080
H -0.206 0.528 2.264 -0.007 -0.125 -0.093
H -0.989 -1.000 1.875 0.111 0.046 -0.048
H -0.440 0.116 -2.273 -0.085 0.043 0.111
H -1.935 0.981 -2.215 0.092 -0.020 0.042
H 1.534 0.976 -1.089 -0.026 -0.119 0.128
H 2.240 0.238 0.435 -0.165 -0.032 -0.091
H 1.166 -1.790 -0.138 -0.016 0.127 -0.061


# 6
15
Properties=species:S:1:pos:R:3:forces:R:3 method="wB97M-V/def2-TZVPD" smiles="C=C(CN)NC=O" total_energy_ha=-341.83959 multiplicity=1 charge=0
C 0.932 1.641 -0.128 2.151 1.410 -2.068
C 0.240 0.496 -0.269 0.922 4.550 1.514
C 0.847 -0.819 -0.512 1.409 2.609 -4.735
N 0.959 -1.479 0.676 -5.536 -5.235 -0.378
N -0.986 0.794 0.312 -4.095 -4.341 -1.228
C -2.156 0.069 0.161 2.428 2.715 2.340
O -2.256 -0.877 -0.497 -0.946 -4.167 -3.045
H 2.070 1.689 -0.509 -2.801 0.266 1.187
H 0.254 2.579 0.130 2.425 -1.719 -0.555
H 1.832 -0.572 -1.145 -1.707 -0.580 1.492
H 0.251 -1.408 -1.192 -0.251 0.323 -0.614
H 0.330 -2.414 0.252 3.141 2.425 3.439
H 1.853 -1.632 0.970 2.650 -1.111 0.895
H -1.266 1.505 0.894 1.103 2.430 1.517
H -2.904 0.428 0.856 -0.893 0.426 0.240


The following LUMO level values (in eV) correspond, in order, to the records above: 0.63 0.60 0.79 0.89 0.98 0.86.
The following energy above the lowest of the compared OMol25 structures with the same formula, charge and spin values (in kJ/mol) correspond, in order, to the records above: 322.3 229.9 397.2 417.8 114.9 430.7.